Molecular formula: C23H37FIrN3O4PSi
Method: DFT, ωB97M-V/def2-TZVPD

Geometry as ORCA input:
```
! RIJCOSX wB97M-V def2-TZVPD def2/J DEFGRID3
* xyz 2 6
Ir 0.538 -0.349 -0.171
O 0.262 -5.985 -2.767
C -0.147 -5.158 -3.670
O -0.664 -5.476 -4.713
C 0.016 -3.681 -3.434
C -0.268 -2.724 -4.399
N -0.050 -1.528 -3.839
N 0.344 -1.633 -2.569
C 0.396 -2.930 -2.297
C 0.875 -3.368 -0.936
O 1.023 -4.557 -0.715
O 1.112 -2.410 -0.148
H 0.632 -5.594 -1.917
H -0.600 -2.858 -5.411
H -0.113 -0.627 -4.294
C 3.209 1.538 1.492
Si 2.765 -0.093 2.366
C 3.454 -0.136 4.147
C 3.637 -1.552 1.466
N 1.051 -0.319 2.173
C 0.127 -0.737 3.032
C 0.174 -0.501 4.438
C -0.761 -1.038 5.289
C -1.811 -1.818 4.805
C -1.943 -2.018 3.432
C -1.009 -1.477 2.589
F -1.151 -1.651 1.242
H 4.287 1.644 1.457
H 2.823 2.393 2.038
H 2.847 1.565 0.466
H 4.538 -0.130 4.078
H 3.148 -1.038 4.668
H 3.154 0.734 4.721
H 4.688 -1.310 1.357
H 3.210 -1.728 0.486
H 3.540 -2.460 2.050
H 0.946 0.142 4.827
H -0.691 -0.854 6.350
H -2.541 -2.241 5.475
H -2.766 -2.582 3.024
C -2.089 3.974 -0.160
C -1.030 2.960 0.256
C 0.338 3.617 0.396
P -0.924 1.447 -0.854
C -2.678 0.883 -1.102
C -3.351 0.730 0.261
C -2.670 -0.453 -1.845
C -0.258 1.871 -2.553
C -0.672 3.208 -3.151
C 1.264 1.705 -2.538
H -2.174 4.726 0.624
H -3.071 3.528 -0.286
H -1.822 4.489 -1.075
H -1.306 2.536 1.229
H 0.642 4.114 -0.522
H 1.093 2.882 0.666
H 0.304 4.377 1.174
H -3.213 1.631 -1.696
H -2.755 0.090 0.906
H -4.326 0.270 0.132
H -3.496 1.684 0.759
H -1.989 -1.156 -1.359
H -2.383 -0.336 -2.887
H -3.665 -0.892 -1.837
H -0.695 1.077 -3.169
H -0.220 4.042 -2.623
H -1.753 3.324 -3.154
H -0.335 3.260 -4.187
H 1.753 2.568 -2.090
H 1.654 1.585 -3.548
H 1.550 0.803 -1.956
*
```

The expectation value of S² is 8.80. As for the LUMO energy (alpha / beta): -6.21 / -10.96 eV. The value obtained for the HOMO-LUMO gap (alpha / beta) is 7.5874 / 3.8899 eV.



Molecular formula: C4H14N
Method: DFT, ωB97M-V/def2-TZVPD

Geometry as ORCA input:
```
! RIJCOSX wB97M-V def2-TZVPD def2/J DEFGRID3
* xyz 0 2
C -1.806 1.485 0.161
C -0.356 1.604 0.043
N -2.275 0.621 1.310
H -2.240 2.490 0.085
H -2.333 0.969 -0.828
H 0.229 1.326 -0.920
H 0.080 0.897 0.769
H -2.602 0.985 2.180
H -2.869 -0.151 1.008
H -1.489 0.176 1.593
H 0.135 2.657 0.155
C 2.570 -1.082 -0.823
C 1.299 -2.082 -0.515
H 3.336 -1.725 -1.217
H 2.323 -0.396 -1.578
H 2.939 -0.661 0.041
H 1.413 -2.610 0.419
H 1.223 -2.851 -1.215
H 0.425 -1.651 -0.668
*
```

The expectation value of S² is 0.75. As for the LUMO energy (alpha / beta): 1.00 / 0.70 eV. The value obtained for the HOMO-LUMO gap (alpha / beta) is 4.5572 / 12.5976 eV.



Molecular formula: C7H12FN
Method: DFT, ωB97M-V/def2-TZVPD

Geometry as ORCA input:
```
! RIJCOSX wB97M-V def2-TZVPD def2/J DEFGRID3
* xyz 0 1
C 1.342 0.367 -0.121
C 0.935 -0.471 -1.401
C 0.144 0.070 0.734
C -0.520 -0.579 -0.969
C -0.621 1.170 1.347
C 0.438 -1.075 1.646
C -1.556 0.074 -1.821
N 2.330 1.162 -0.017
F -0.865 -1.950 -0.691
H 1.147 0.065 -2.332
H 1.608 -1.421 -1.404
H -0.267 1.313 2.396
H -1.683 1.116 1.459
H -0.475 2.035 0.568
H 1.018 -1.967 1.208
H -0.610 -1.551 1.834
H 0.668 -0.768 2.705
H -1.059 0.923 -2.336
H -2.489 0.508 -1.170
H -2.013 -0.664 -2.585
H 2.528 1.643 0.949
*
```

As for the LUMO energy: 0.83 eV. The value obtained for the HOMO-LUMO gap is 9.9476 eV.



Molecular formula: C14H31N4O8P2RuSi
Method: DFT, ωB97M-V/def2-TZVPD

Geometry as ORCA input:
```
! RIJCOSX wB97M-V def2-TZVPD def2/J DEFGRID3
* xyz 0 6
Ru 0.000 0.370 -0.050
C 1.134 4.515 -1.637
C 1.631 3.713 -0.441
O 2.677 4.499 0.210
P 0.336 3.389 0.786
O 0.971 3.582 2.258
O -0.646 4.676 0.792
O -0.505 2.154 0.769
P 2.453 2.145 -1.042
O 3.154 1.660 0.337
O 3.612 2.443 -1.955
O 1.422 1.109 -1.385
H 0.750 5.491 -1.324
H 0.338 3.978 -2.161
H 1.948 4.705 -2.344
H 3.262 3.808 0.589
H 0.413 3.155 2.930
H -1.481 4.461 1.242
H 3.591 0.820 0.106
N -0.844 0.938 -1.929
C -1.860 0.279 -2.701
C -3.130 0.051 -1.843
C -2.960 -0.836 -0.584
N -2.012 -0.247 0.321
H -0.840 1.993 -1.923
H 0.483 1.114 -2.534
H -1.485 -0.689 -3.051
H -2.111 0.875 -3.585
H -3.889 -0.417 -2.483
H -3.539 1.025 -1.543
H -2.608 -1.827 -0.888
H -3.927 -0.966 -0.087
H -1.616 -1.014 1.508
H -2.378 0.433 1.040
C 2.606 -3.071 -1.587
Si 0.750 -2.866 -1.364
C -0.080 -3.107 -3.033
C 0.140 -4.207 -0.197
O 0.403 -1.366 -0.755
H 2.838 -4.062 -1.990
H 3.123 -2.959 -0.630
H 2.995 -2.319 -2.279
H 0.148 -4.097 -3.438
H 0.268 -2.355 -3.748
H -1.166 -3.015 -2.939
H 0.368 -5.200 -0.597
H -0.943 -4.133 -0.059
H 0.619 -4.113 0.782
N -0.928 -2.608 6.755
C -0.784 -2.146 5.700
C -0.606 -1.577 4.398
C -0.252 -2.388 3.321
C -0.092 -1.790 2.084
N -0.261 -0.469 1.866
C -0.604 0.294 2.927
C -0.787 -0.208 4.202
H -0.103 -3.457 3.436
H 0.183 -2.373 1.209
H -0.731 1.352 2.715
H -1.063 0.454 5.017
H 1.616 0.398 0.804
*
```

The expectation value of S² is 8.80. As for the LUMO energy (alpha / beta): -0.42 / -1.00 eV. The value obtained for the HOMO-LUMO gap (alpha / beta) is 5.0605 / 8.0345 eV.



Molecular formula: C62H42AsN4OsS
Method: DFT, ωB97M-V/def2-TZVPD

Geometry as ORCA input:
```
! RIJCOSX wB97M-V def2-TZVPD def2/J DEFGRID3
* xyz 1 1
Os 0.966 0.062 -0.326
C -0.850 -7.418 -2.081
C -0.271 -7.228 -0.834
C -0.035 -5.946 -0.363
C -0.384 -4.835 -1.130
C -0.982 -5.035 -2.372
C -1.205 -6.319 -2.847
C -0.198 -3.455 -0.611
C 1.082 -3.013 -0.115
C 2.255 -3.794 0.120
C 3.127 -3.036 0.855
C 2.494 -1.777 1.047
C 2.836 -0.727 1.915
C 4.165 -0.818 2.561
C 4.335 -0.898 3.943
C 5.600 -1.067 4.484
C 6.710 -1.163 3.660
C 6.556 -1.073 2.283
C 5.294 -0.901 1.740
C 1.911 0.296 2.284
N 0.718 0.555 1.657
C 0.048 1.502 2.408
C -1.177 2.120 2.138
C -1.665 3.147 3.096
C -1.825 4.479 2.713
C -2.269 5.423 3.624
C -2.553 5.057 4.932
C -2.405 3.734 5.321
C -1.970 2.786 4.410
C -1.938 1.928 0.960
C -2.981 2.754 0.402
C -3.252 2.367 -0.893
C -2.414 1.256 -1.138
N -1.701 1.004 0.014
C -1.792 0.203 -1.836
C -1.053 -0.200 -0.549
C -2.959 -1.715 -0.052
C -2.752 -2.940 -0.567
C -1.310 -2.701 -0.501
N -1.543 -1.393 0.083
C -1.749 -0.291 -3.159
C -0.758 -1.220 -3.530
C -0.686 -1.685 -4.826
C -1.610 -1.253 -5.772
C -2.606 -0.348 -5.415
C -2.671 0.141 -4.130
C 0.904 1.885 3.512
C 2.051 1.179 3.410
N 1.275 -1.786 0.397
H -1.026 -8.419 -2.452
H -0.009 -8.080 -0.221
H 0.389 -5.804 0.623
H -1.265 -4.177 -2.972
H -1.655 -6.460 -3.822
H 2.407 -4.808 -0.207
H 4.089 -3.327 1.242
H 3.472 -0.884 4.596
H 5.712 -1.137 5.558
H 7.693 -1.315 4.084
H 7.415 -1.149 1.630
H 5.172 -0.812 0.669
H -1.553 4.789 1.711
H -2.393 6.453 3.313
H -2.893 5.799 5.642
H -2.627 3.440 6.339
H -1.870 1.750 4.709
H -3.456 3.567 0.923
H -3.983 2.802 -1.555
H -3.790 -1.098 0.256
H -3.358 -3.796 -0.805
H -0.042 -1.548 -2.791
H 0.095 -2.378 -5.109
H -1.552 -1.618 -6.789
H -3.330 -0.026 -6.153
H -3.439 0.851 -3.847
H 0.666 2.625 4.255
H 2.915 1.238 4.049
S 2.366 -0.401 -2.169
C 3.520 0.872 -1.727
C 4.888 0.610 -1.729
C 5.780 1.593 -1.328
C 5.323 2.850 -0.958
C 3.964 3.132 -1.003
C 3.057 2.152 -1.383
As 1.117 2.314 -1.317
C 0.650 2.593 -3.187
C -0.648 2.980 -3.515
C -1.011 3.155 -4.841
C -0.085 2.927 -5.850
C 1.204 2.531 -5.528
C 1.573 2.369 -4.200
C 0.940 4.092 -0.546
C 1.351 4.270 0.773
C 1.348 5.532 1.343
C 0.928 6.627 0.599
C 0.510 6.453 -0.712
C 0.514 5.190 -1.287
H 5.238 -0.368 -2.035
H 6.840 1.373 -1.300
H 6.022 3.612 -0.640
H 3.604 4.120 -0.743
H -1.376 3.147 -2.728
H -2.016 3.471 -5.091
H -0.364 3.071 -6.886
H 1.928 2.350 -6.311
H 2.585 2.071 -3.960
H 1.696 3.420 1.350
H 1.672 5.663 2.367
H 0.935 7.615 1.040
H 0.194 7.307 -1.298
H 0.206 5.060 -2.315
*
```

As for the LUMO energy (alpha / beta): -4.63 / -4.62 eV. The value obtained for the HOMO-LUMO gap (alpha / beta) is 4.3012 / 4.3192 eV.



Number 1: calculated total energy -2198.2290 a.u.. Number 2: calculated total energy -215.3474 a.u.. Number 3: calculated total energy -428.4306 a.u.. Number 4: calculated total energy -2439.9920 a.u.. Number 5: calculated total energy -5331.1488 a.u..